--- a ---
{"formula": "C2H4INO2", "method": "ωB97M-V/def2-TZVPD", "elements": ["O", "C", "N", "I", "C", "O", "H", "H", "H", "H"], "xyz": [[0.92395, 1.43248, -0.57970], [1.54705, 0.51424, -0.21453], [2.35204, -0.21465, 0.29710], [2.74150, -2.00493, 1.01997], [-1.39775, 0.18047, -0.39853], [-0.58724, -0.59575, 0.41995], [-1.28857, -0.21311, -1.56328], [-1.13039, 1.20688, -0.31538], [-2.50080, 0.10444, -0.02965], [-0.65979, -0.41007, 1.36404]], "lowdin_charge": [0.11, -0.50, -0.47, 0.85, -0.20, -0.17, 0.15, 0.04, 0.10, 0.10], "total_charge": 0, "spin_multiplicity": 1, "smiles": "O=C=NI.CO"}

---

--- b ---
{"formula": "C2H4INO2", "method": "ωB97M-V/def2-TZVPD", "elements": ["C", "O", "C", "O", "N", "I", "H", "H", "H", "H"], "xyz": [[0.97121, 1.35952, -0.36768], [-0.18737, 0.59407, -0.49784], [-0.28477, -0.40035, 0.39361], [0.52623, -0.59377, 1.22900], [-1.47106, -1.19542, 0.15781], [-1.29523, -3.09474, 0.78600], [1.78995, 0.94438, -1.11090], [1.46518, 1.11935, 0.56858], [0.64714, 2.34074, -0.62439], [-2.16129, -1.07378, -0.53420]], "lowdin_charge": [-0.07, -0.04, -0.71, 0.05, -0.42, 0.87, 0.13, 0.08, 0.08, 0.02], "total_charge": 0, "spin_multiplicity": 1, "smiles": "COC(=O)NI"}

---

Relative energy of each structure, in eV: a 1.072; b 0.000.